--- w ---
Here is the molecule C4H7NO from the Open Molecules 2025 dataset. Energies are from ωB97M-V with the def2-TZVPD basis set.

Positions of all 13 atoms, in Å:
O -2.138 -0.281 -0.954
N -2.354 -0.588 0.439
C -1.153 -0.681 1.096
C 2.265 0.253 -0.778
C -0.099 -0.324 0.480
C 0.971 0.492 0.221
H 2.535 1.175 -1.287
H 3.157 -0.087 -0.267
H 1.901 -0.537 -1.444
H -1.268 -1.246 1.990
H -1.494 0.712 -0.953
H -3.290 -0.474 0.922
H 0.966 1.587 0.534

Summary:
Structure (SMILES) ... CC=C=CNO
Charge ... 0
HOMO-LUMO gap ... 0.329 hartree
Multiplicity ... 1
HOMO ... -8.1 eV


--- x ---
Here is the molecule C4H7NO from the Open Molecules 2025 dataset. Energies are from ωB97M-V with the def2-TZVPD basis set.

Positions of all 13 atoms, in Å:
O -1.497 -0.118 -0.659
N -0.107 1.401 0.396
C -1.119 1.125 -0.519
C 1.047 0.502 0.242
C -0.838 -1.128 -0.124
C 0.635 -0.982 0.149
H -1.811 1.862 -0.899
H 1.581 0.812 -0.660
H 1.720 0.674 1.088
H 1.197 -1.460 -0.673
H -1.256 -2.081 -0.427
H 0.909 -1.532 1.058
H -0.475 1.265 1.346

Summary:
Charge ... 0
HOMO-LUMO gap (alpha / beta) ... 0.298 / 0.298 hartree
Multiplicity ... 1
HOMO (alpha / beta) ... -7.1 / -7.2 eV


--- y ---
Here is the molecule C4H7NO from the Open Molecules 2025 dataset. Energies are from ωB97M-V with the def2-TZVPD basis set.

Positions of all 13 atoms, in Å:
O 1.166 -0.226 0.680
N -3.231 0.605 -0.096
C -1.242 -0.965 0.539
C -0.172 0.162 0.566
C -2.443 -0.191 0.195
C 2.049 0.428 -0.214
H 2.399 -0.293 -0.957
H 2.908 0.825 0.334
H -0.310 0.696 -0.377
H -1.053 -1.727 -0.228
H 1.578 1.268 -0.741
H -0.437 0.840 1.389
H -1.394 -1.479 1.496

Summary:
Structure (SMILES) ... COCCC#N
Charge ... 0
HOMO-LUMO gap ... 0.408 hartree
Multiplicity ... 1
HOMO ... -10.2 eV


--- z ---
Here is the molecule C4H7NO from the Open Molecules 2025 dataset. Energies are from ωB97M-V with the def2-TZVPD basis set.

Positions of all 13 atoms, in Å:
O -2.103 1.466 -0.900
N -0.476 0.097 0.072
C -0.902 1.244 -0.810
C 0.004 1.336 0.805
C 0.601 -0.718 -0.394
C 0.832 -1.910 0.128
H 0.190 -2.316 0.909
H -1.282 -0.417 0.430
H 1.689 -2.481 -0.200
H 1.200 -0.226 -1.160
H -0.168 1.451 -1.598
H 0.950 1.089 1.304
H -0.724 1.673 1.530

Summary:
Structure (SMILES) ... C=C[N@H+]1C[C@@H]1[O-]
Charge ... 0
HOMO-LUMO gap ... 0.329 hartree
Multiplicity ... 1
HOMO ... -8.2 eV


Most stable: y


--- w ---
Here is the molecule C4H7NO from the Open Molecules 2025 dataset. Energies are from ωB97M-V with the def2-TZVPD basis set.

Positions of all 13 atoms, in Å:
O -1.706 -0.668 -0.224
N 1.837 -0.150 -0.344
C -0.403 1.065 0.298
C -1.549 0.683 -0.230
C -0.442 -1.212 0.166
C 0.501 -0.163 0.420
H 0.924 -0.139 1.472
H -0.659 -1.786 1.029
H 1.665 -0.143 -1.379
H -2.367 1.373 -0.442
H -0.190 -1.819 -0.760
H 2.367 0.801 -0.156
H 0.022 2.157 0.152

Summary:
Structure (SMILES) ... N[C@H]1C=COC1
Charge ... 0
HOMO-LUMO gap ... 0.355 hartree
Multiplicity ... 1
HOMO ... -8.6 eV


--- x ---
Here is the molecule C4H7NO from the Open Molecules 2025 dataset. Energies are from ωB97M-V with the def2-TZVPD basis set.

Positions of all 13 atoms, in Å:
O 2.411 -0.713 -0.390
N 1.721 0.473 -0.169
C 0.504 0.213 0.040
C -1.577 -0.211 -0.071
C -0.575 1.196 0.299
C -0.292 -1.046 -0.072
H -0.018 -1.684 -0.918
H 3.305 -0.395 -0.552
H -0.491 2.112 -0.342
H -2.268 -0.442 0.734
H -0.184 -1.651 0.843
H -1.761 0.636 -0.713
H -0.776 1.511 1.311

Summary:
Structure (SMILES) ... ON=C1CCC1
Charge ... 0
HOMO-LUMO gap ... 0.370 hartree
Multiplicity ... 1
HOMO ... -9.0 eV


--- y ---
Here is the molecule C4H7NO from the Open Molecules 2025 dataset. Energies are from ωB97M-V with the def2-TZVPD basis set.

Positions of all 13 atoms, in Å:
O 1.521 -0.670 -1.998
N 0.038 -0.062 -0.369
C -0.029 0.041 1.059
C -0.746 -0.795 1.803
C -0.314 1.138 -1.116
C 1.014 -0.869 -0.912
H 0.615 0.841 1.477
H 1.286 -1.706 -0.235
H -1.088 1.701 -0.581
H -0.844 -0.631 2.886
H -0.715 0.873 -2.102
H -1.311 -1.631 1.354
H 0.573 1.771 -1.267

Summary:
Structure (SMILES) ... C=CN(C)C=O
Charge ... 0
HOMO-LUMO gap ... 0.387 hartree
Multiplicity ... 1
HOMO ... -9.6 eV


--- z ---
Here is the molecule C4H7NO from the Open Molecules 2025 dataset. Energies are from ωB97M-V with the def2-TZVPD basis set.

Positions of all 13 atoms, in Å:
O -1.475 1.255 0.266
N -0.325 -0.922 1.236
C 1.115 -0.541 -0.082
C -0.384 -0.946 -0.152
C 0.858 0.886 -0.473
C -0.643 0.528 -0.576
H -0.805 -1.798 -0.691
H -1.340 0.855 1.146
H -0.347 -1.890 1.596
H 1.252 1.221 -1.447
H -1.009 0.557 -1.599
H 1.991 -0.833 0.489
H 1.110 1.628 0.288

Summary:
Charge ... 0
HOMO-LUMO gap ... 0.344 hartree
Multiplicity ... 1
HOMO ... -8.9 eV


Most stable: y


--- w ---
Here is the molecule C4H7NO from the Open Molecules 2025 dataset. Energies are from ωB97M-V with the def2-TZVPD basis set.

Positions of all 13 atoms, in Å:
O 0.036 1.303 0.946
N -1.095 -0.028 -1.348
C 1.892 0.047 0.301
C 0.421 0.260 0.455
C -0.633 -0.697 -0.166
C -1.864 0.031 0.135
H 2.384 0.864 0.833
H -0.476 -1.774 -0.170
H 2.187 -0.922 0.705
H -2.853 -0.092 -0.235
H 2.170 0.087 -0.757
H -1.856 0.484 1.142
H -0.314 0.438 -1.841

Summary:
Structure (SMILES) ... CC(=O)[C@H]1CN1
Charge ... 0
HOMO-LUMO gap ... 0.373 hartree
Multiplicity ... 1
HOMO ... -9.2 eV


--- x ---
Here is a structure of composition C4H7NO from the Open Molecules 2025 dataset. Energies are from ωB97M-V with the def2-TZVPD basis set.

Positions of all 13 atoms, in Å:
O -0.463 0.904 0.307
N 1.256 -0.692 -0.117
C 0.068 -0.296 -0.139
C -1.812 0.413 0.111
C -1.270 -0.824 -0.615
C 2.257 0.253 0.366
H -2.278 0.209 1.079
H 1.848 1.249 0.575
H -2.424 1.114 -0.461
H 3.038 0.349 -0.396
H 2.735 -0.124 1.276
H -1.358 -0.745 -1.702
H -1.597 -1.810 -0.283

Summary:
Charge ... 0
HOMO-LUMO gap ... 0.389 hartree
Multiplicity ... 1
HOMO ... -9.6 eV


Most stable: x


--- w ---
Here is the molecule C4H7NO from the Open Molecules 2025 dataset. Energies are from ωB97M-V with the def2-TZVPD basis set.

Positions of all 13 atoms, in Å:
O 1.159 -0.263 0.640
N -3.250 0.599 -0.050
C -2.450 -0.190 0.227
C -0.169 0.172 0.572
C 2.045 0.411 -0.240
C -1.237 -0.947 0.553
H -0.405 0.823 1.426
H -1.374 -1.454 1.515
H -0.324 0.741 -0.353
H 2.391 -0.279 -1.019
H 1.564 1.279 -0.716
H 2.917 0.764 0.320
H -1.058 -1.703 -0.219

Summary:
Structure (SMILES) ... COCCC#N
Charge ... 0
HOMO-LUMO gap ... 0.408 hartree
Multiplicity ... 1
HOMO ... -10.2 eV


--- x ---
Here is a structure of composition C4H7NO from the Open Molecules 2025 dataset. Energies are from ωB97M-V with the def2-TZVPD basis set.

Positions of all 13 atoms, in Å:
O -0.734 0.028 -0.867
N -1.193 1.867 0.467
C 1.093 -0.637 -0.271
C -0.405 0.962 0.097
C -0.825 -1.288 -0.167
C 1.001 0.631 0.557
H -1.837 -1.226 0.353
H 1.718 1.429 0.289
H -2.076 1.740 -0.038
H 1.442 -1.543 0.128
H 1.085 0.442 1.631
H 1.470 -0.420 -1.300
H -0.981 -2.055 -0.936

Summary:
Charge ... 0
HOMO-LUMO gap ... 0.334 hartree
Multiplicity ... 1
HOMO ... -8.6 eV


--- y ---
Here is the molecule C4H7NO from the Open Molecules 2025 dataset. Energies are from ωB97M-V with the def2-TZVPD basis set.

Positions of all 13 atoms, in Å:
O 1.101 0.355 0.459
N -1.261 -0.469 -0.348
C 0.862 -0.866 0.972
C -0.607 -1.095 1.085
C -0.529 0.406 -0.759
C -0.105 1.523 -1.639
H 1.413 -1.721 0.526
H 0.869 1.244 -2.049
H 0.921 -1.028 2.094
H 0.051 2.392 -0.993
H -0.796 1.782 -2.450
H -1.067 -0.381 1.772
H -0.854 -2.142 1.331

Summary:
Charge ... 0
HOMO-LUMO gap ... 0.371 hartree
Multiplicity ... 1
HOMO ... -9.1 eV


--- z ---
Here is a structure of composition C4H7NO from the Open Molecules 2025 dataset. Energies are from ωB97M-V with the def2-TZVPD basis set.

Positions of all 13 atoms, in Å:
O -0.577 -0.230 1.846
N -0.760 0.682 -1.839
C -0.889 0.376 0.606
C 1.421 -0.163 -0.342
C -0.517 -0.443 -2.137
C -0.069 -0.402 -0.419
H -0.617 1.440 0.591
H 1.757 -0.417 0.669
H 1.958 -0.779 -1.066
H 1.651 0.888 -0.538
H -1.955 0.287 0.365
H -1.084 0.214 2.537
H -0.319 -1.454 -0.274

Summary:
Charge ... 0
HOMO-LUMO gap ... 0.424 hartree
Multiplicity ... 1
HOMO ... -10.9 eV


Most stable: w